# 1
Here is a structure of composition C40H41N2P2PdSi in a non-equilibrium geometry from the Open Molecules 2025 dataset. Energies are from the ωB97M-V functional and the def2-TZVPD basis.

```
87
Properties=species:S:1:pos:R:3:forces:R:3
Pd 0.466 -0.487 0.994 -0.65 0.00 -0.75
C -2.328 0.134 3.334 0.54 -0.38 1.33
Si -1.484 0.496 1.702 0.26 0.68 -0.44
C -1.172 2.366 1.680 1.06 -1.34 0.91
C -1.977 3.184 2.458 -0.67 0.45 0.10
C -1.545 4.437 2.826 0.19 0.26 -0.61
C -0.315 4.914 2.329 -0.36 1.44 2.20
C 0.557 4.117 1.656 0.12 -1.79 -1.92
C 0.123 2.779 1.352 0.57 1.50 -0.78
P 1.031 1.755 0.078 -1.14 0.31 0.35
C 2.762 2.343 0.146 -0.55 0.92 -0.32
C 3.257 2.249 1.439 0.16 -0.35 0.33
C 4.562 2.656 1.725 -0.21 -1.47 1.28
C 5.356 3.090 0.713 1.84 2.52 -0.17
C 4.812 3.337 -0.539 0.30 -0.33 -0.84
C 3.521 2.972 -0.879 -0.25 -0.94 1.04
C 0.337 2.433 -1.448 0.46 -0.38 1.01
C 1.019 2.074 -2.581 -1.05 1.47 -2.05
C 0.792 2.762 -3.774 -0.39 0.35 -0.27
C -0.277 3.671 -3.870 0.98 -0.04 -0.95
C -1.051 3.863 -2.750 -0.24 0.11 1.38
C -0.712 3.311 -1.496 -0.62 0.43 -0.25
C -2.617 0.193 0.274 -0.27 -1.14 -0.52
C -3.611 1.107 -0.001 -0.50 -0.36 -0.70
C -4.706 0.722 -0.796 0.65 -0.46 0.25
C -4.777 -0.560 -1.380 0.79 1.43 1.85
C -3.696 -1.444 -1.147 -2.07 0.47 -1.05
C -2.627 -1.081 -0.388 0.89 1.49 0.68
P -1.021 -1.929 -0.483 -0.25 0.78 1.67
C -1.400 -3.694 -0.054 -1.07 0.02 -0.40
C -2.722 -4.128 0.281 0.50 1.14 1.14
C -3.026 -5.458 0.434 -0.18 -0.31 -0.71
C -2.122 -6.409 -0.013 1.15 0.10 0.26
C -0.784 -6.035 -0.227 -0.41 0.50 0.01
C -0.420 -4.663 -0.186 -0.67 -1.22 0.09
C -0.478 -1.802 -2.198 -0.22 -0.42 -1.22
C 0.816 -2.243 -2.529 -0.53 1.24 0.05
C 1.223 -2.248 -3.879 1.20 -0.27 1.68
C 0.310 -2.065 -4.897 0.78 -0.17 -0.35
C -0.980 -1.644 -4.548 1.42 -0.70 -1.12
C -1.340 -1.410 -3.269 -0.62 -0.79 2.21
H -3.354 0.435 3.325 -0.81 0.68 -0.09
H -1.785 0.752 4.101 -0.54 -0.51 -0.55
H -2.434 -0.886 3.770 0.60 0.37 -0.62
H -2.972 2.825 2.737 0.34 0.20 0.15
H -2.162 5.088 3.434 0.05 -0.04 -0.04
H -0.042 5.921 2.707 0.04 -0.63 -0.75
H 1.486 4.468 1.162 -0.57 -0.05 0.84
H 2.580 1.821 2.204 0.63 0.40 -0.23
H 5.017 2.467 2.705 -0.46 0.34 -0.23
H 6.386 3.564 0.914 -1.57 -1.31 -0.22
H 5.484 3.749 -1.274 -0.14 0.22 -0.27
H 3.115 3.085 -1.880 0.15 0.16 0.23
H 1.631 1.244 -2.593 1.74 -1.46 0.16
H 1.417 2.671 -4.666 -0.11 -0.51 0.39
H -0.398 4.207 -4.856 -0.26 -0.60 1.43
H -1.905 4.495 -2.734 -0.58 0.58 -0.39
H -1.247 3.521 -0.544 0.21 0.16 -1.14
H -3.494 2.126 0.372 -0.45 -0.28 0.12
H -5.525 1.417 -0.835 -0.30 0.10 -0.52
H -5.714 -0.759 -1.856 -0.03 -0.75 -0.52
H -3.761 -2.413 -1.582 0.15 -0.67 -0.44
H -3.480 -3.428 0.652 0.41 0.05 -0.60
H -3.996 -5.787 0.800 0.08 0.25 -0.16
H -2.451 -7.432 -0.105 0.26 -0.18 0.11
H -0.041 -6.804 -0.433 -0.10 0.26 0.04
H 0.608 -4.360 -0.212 0.49 -0.06 -0.48
H 1.545 -2.415 -1.718 -0.41 -0.13 -0.59
H 2.321 -2.395 -3.967 -0.99 -0.22 -0.75
H 0.678 -2.289 -5.921 -0.76 0.49 0.67
H -1.738 -1.624 -5.275 -0.74 0.45 -1.08
H -2.393 -1.140 -3.103 0.78 0.06 0.20
N 2.556 -1.013 0.618 1.30 -0.20 -0.16
C 3.363 -1.188 1.837 -0.45 0.63 1.20
C 2.836 -2.169 2.941 -1.52 0.20 -1.88
C 1.404 -1.838 3.543 0.60 0.17 -0.97
N 0.327 -2.053 2.464 0.20 -2.09 1.44
H 2.631 -1.867 0.091 -0.04 -0.23 -0.47
H 2.928 -0.245 0.020 -0.11 -0.86 0.73
H 3.450 -0.180 2.253 0.11 -0.24 0.18
H 4.353 -1.525 1.617 0.83 -0.18 -0.33
H 3.612 -2.203 3.674 0.25 0.19 0.85
H 2.873 -3.187 2.478 -0.47 0.48 0.44
H 1.368 -0.776 3.891 -0.05 -0.56 -0.68
H 1.267 -2.393 4.470 -0.31 -0.50 -0.27
H -0.643 -2.275 2.811 1.46 0.64 -0.02
H 0.543 -2.879 1.875 0.12 0.39 0.86
```
Positions in Å, forces in eV/Å.

Its total energy is -2758.16707 hartree. As for the HOMO-LUMO gap (alpha / beta): 5.54 / 6.92 eV. Its total charge is +1. As for the HOMO energy (alpha / beta): -7.61 / -10.64 eV. The value obtained for the LUMO energy (alpha / beta) is -2.07 / -3.72 eV. The spin multiplicity is 3.

# 2
Here is a cluster of 4 separate species, C40H42BrF24O6P in total in a non-equilibrium geometry from the Open Molecules 2025 dataset. Energies are from the ωB97M-V functional and the def2-TZVPD basis.

```
114
Properties=species:S:1:pos:R:3:forces:R:3
C 0.934 -0.971 -2.442 -1.55 0.33 -0.32
C 1.159 0.402 -3.248 1.07 -0.07 -0.63
C 1.688 1.625 -2.355 -0.30 -0.08 0.43
C 0.731 2.038 -1.125 -0.56 -1.03 -0.28
C -0.278 3.251 -1.432 -0.01 0.34 -0.22
C -0.023 4.580 -0.570 0.59 0.21 -0.45
C 0.288 4.336 0.984 -0.81 1.16 -0.40
C -0.627 3.227 1.700 0.88 0.65 1.40
C 0.338 2.299 2.617 -1.03 -0.87 0.38
C 0.218 0.733 2.251 1.14 0.18 0.31
C 1.677 0.165 1.887 -0.31 -1.42 0.31
C 2.546 -0.279 3.156 2.10 -1.03 2.14
C 2.231 0.093 4.627 3.09 -2.02 -1.27
C 3.187 -0.382 5.785 -0.81 -0.29 -3.42
P 2.675 0.187 7.539 1.86 1.08 0.37
O 2.105 1.814 7.354 0.44 -1.65 -0.15
Br 0.986 -1.153 8.313 0.17 0.74 -0.96
C 4.475 -1.223 5.533 -2.35 0.98 -2.71
C 4.796 -1.586 4.068 -2.29 1.57 0.34
C 3.840 -1.124 2.907 0.11 0.48 2.37
C 4.322 -1.557 1.427 -0.52 -0.54 -0.78
O 3.557 -1.992 0.538 2.46 1.65 2.80
C 5.914 -1.428 1.194 3.38 0.36 0.00
C 6.560 -0.873 -0.093 2.04 -1.19 3.03
C 8.114 -0.767 -0.158 -0.85 -0.91 2.54
C 9.045 -1.187 1.010 -3.72 -0.49 0.77
C 8.413 -1.758 2.302 -2.76 0.97 -2.71
C 6.877 -1.863 2.359 0.17 0.94 -1.60
C 6.127 -2.412 3.679 0.60 -0.99 0.23
O 6.546 -3.406 4.311 -1.37 3.49 -1.75
H 1.656 -1.144 -1.577 -0.77 0.32 -1.27
H 0.925 -1.878 -3.158 0.25 1.47 1.15
H -0.140 -0.926 -2.017 1.70 -0.24 -0.38
H 0.242 0.711 -3.882 1.25 -0.61 1.26
H 1.991 0.188 -4.025 -1.26 0.46 1.13
H 2.687 1.289 -1.889 -1.31 0.62 -0.91
H 1.833 2.566 -3.008 0.05 -1.55 0.92
H 1.400 2.183 -0.214 -1.08 0.20 -1.12
H 0.071 1.116 -0.889 1.14 1.38 -0.22
H -0.133 3.534 -2.539 -0.37 -0.38 1.58
H -1.377 2.922 -1.324 1.86 0.44 -0.11
H -0.884 5.331 -0.710 1.16 -1.33 0.23
H 0.905 5.096 -1.032 -1.39 -0.71 0.80
H 0.065 5.337 1.521 0.53 -1.51 -0.86
H 1.416 4.177 1.095 -1.68 -0.19 0.00
H -1.331 3.765 2.442 0.98 -0.77 -1.37
H -1.302 2.631 1.003 1.23 0.64 0.74
H 0.044 2.416 3.730 0.44 -0.04 -1.76
H 1.441 2.581 2.557 -1.56 -0.11 -0.12
H -0.147 0.152 3.163 0.32 0.65 -1.31
H -0.494 0.516 1.379 1.07 0.50 1.27
H 1.503 -0.782 1.246 0.57 1.47 1.04
H 2.320 0.874 1.264 -1.03 -0.78 0.82
H 1.305 0.740 4.848 1.73 -1.19 -0.23
H 2.684 2.421 7.878 -0.60 -1.05 -0.44
H 5.169 -1.569 6.381 -1.32 0.66 -1.47
H 5.911 -0.527 -0.960 1.04 -0.57 1.31
H 8.619 -0.327 -1.089 -1.02 -0.77 1.56
H 10.185 -1.087 0.994 -2.00 -0.06 -0.31
H 8.991 -2.079 3.236 -0.81 0.54 -1.74
F 0.428 -7.978 -3.059 -0.01 0.12 0.07
C 0.636 -7.732 -1.753 -0.29 -0.75 0.32
F -0.449 -8.221 -1.097 0.07 0.28 0.17
C 0.808 -6.242 -1.452 -0.08 0.83 -0.34
F -0.321 -5.555 -1.749 -0.09 -0.22 -0.07
F 0.985 -6.109 -0.105 0.19 -0.40 -0.17
C 2.009 -5.550 -2.132 0.62 0.70 0.22
O 1.748 -4.817 -3.338 -0.62 -1.33 -0.58
C 1.734 -5.557 -4.541 1.20 0.46 1.34
F 2.192 -6.803 -4.313 -0.21 0.02 -0.52
F 2.647 -4.969 -5.349 -0.49 0.02 -0.21
C 0.363 -5.540 -5.226 -0.73 0.10 -0.31
F -0.600 -6.051 -4.428 0.29 0.13 0.07
F 0.377 -6.294 -6.352 0.39 0.07 0.12
H 1.508 -8.303 -1.424 0.09 0.15 0.04
H 2.350 -4.781 -1.431 -0.29 -0.03 -0.07
H 2.864 -6.222 -2.240 -0.30 -0.13 -0.10
H 0.075 -4.521 -5.491 0.20 0.07 0.05
F -3.510 -0.348 -2.902 -0.05 0.11 0.10
C -4.018 0.426 -1.926 0.32 0.65 -0.38
F -3.032 1.291 -1.580 0.26 -1.10 0.41
C -4.464 -0.382 -0.708 0.21 -0.92 0.35
F -3.411 -1.008 -0.129 -0.03 0.24 -0.23
F -4.934 0.500 0.226 -0.11 0.21 -0.34
C -5.583 -1.412 -0.957 -0.71 -0.31 0.49
O -5.161 -2.763 -1.160 0.80 0.46 -1.14
C -4.788 -3.116 -2.474 -1.47 0.45 0.80
F -5.126 -2.127 -3.324 0.25 -0.38 -0.27
F -5.559 -4.174 -2.810 0.53 -0.08 0.02
C -3.310 -3.505 -2.574 0.86 -0.32 0.05
F -2.503 -2.497 -2.176 -0.25 -0.17 0.07
F -2.972 -3.792 -3.855 -0.42 0.03 0.01
H -4.845 1.011 -2.340 -0.12 -0.05 0.13
H -6.170 -1.451 -0.034 0.30 -0.02 0.00
H -6.294 -1.084 -1.720 0.34 0.06 -0.08
H -3.092 -4.376 -1.953 -0.22 -0.04 0.02
F -4.367 6.863 -0.498 -0.05 -0.09 0.11
C -4.897 7.567 0.519 0.35 0.79 -0.20
F -3.927 8.422 0.934 -0.18 -0.11 0.29
C -5.350 6.678 1.679 0.21 -0.87 0.41
F -4.298 6.028 2.233 -0.02 0.18 -0.28
F -5.842 7.496 2.656 -0.13 0.18 -0.42
C -6.458 5.653 1.355 -0.71 -0.36 0.37
O -6.042 4.310 1.076 0.89 0.48 -1.12
C -5.656 4.013 -0.250 -1.41 0.65 0.99
F -5.971 5.045 -1.056 0.30 -0.34 -0.26
F -6.440 2.982 -0.644 0.46 -0.16 -0.06
C -4.184 3.600 -0.354 0.80 -0.26 0.12
F -3.357 4.565 0.096 -0.28 0.08 0.12
F -3.838 3.365 -1.641 -0.92 1.00 -0.10
H -5.726 8.167 0.134 -0.12 -0.09 0.10
H -7.054 5.558 2.267 0.30 -0.02 -0.01
H -7.162 6.024 0.605 0.33 0.05 -0.09
H -3.992 2.697 0.228 -0.24 -0.02 0.02
```
Positions in Å, forces in eV/Å.

Its total energy is -7312.64809 hartree. As for the HOMO-LUMO gap: 7.49 eV. Its total charge is 0. As for the HOMO energy: -8.83 eV. The value obtained for the LUMO energy is -1.34 eV.